Model a:
Molecular formula: C4H13NOS
Method: DFT, ωB97M-V/def2-TZVPD

```
20
C4H13NOS ωB97M-V/def2-TZVPD
C -0.130 -2.436 1.377
C -0.082 -0.951 0.923
N 1.357 -0.605 0.757
C -0.807 -0.826 -0.390
C -0.964 0.573 -1.080
S -1.495 1.822 0.044
H -0.718 -3.257 0.863
H -0.660 -2.357 2.377
H 0.861 -2.878 1.593
H -0.558 -0.284 1.612
H 1.705 -0.570 1.677
H 1.819 -1.303 0.256
H -0.445 -1.507 -1.132
H -1.865 -1.267 -0.103
H 0.007 0.768 -1.599
H -1.808 0.480 -1.886
H -0.791 1.439 1.239
O 2.990 0.738 -1.596
H 2.334 0.630 -2.295
H 2.522 1.120 -0.816
```

The HOMO energy comes out at -9.07 eV. As for the LUMO energy: 0.76 eV. The calculation puts the gap between HOMO and LUMO at 9.832 eV. As for the SMILES: C[C@@H](N)CCS.O.

=====

Model b:
Molecular formula: C4H13NOS
Method: DFT, ωB97M-V/def2-TZVPD

```
20
C4H13NOS ωB97M-V/def2-TZVPD
C -1.922 -0.137 0.998
N -0.477 -0.378 1.112
C 0.258 0.256 0.006
C 1.762 0.035 0.178
C 2.333 -1.175 -0.526
S 1.324 -2.683 -0.498
H -2.295 -0.757 0.190
H -2.396 -0.603 1.864
H -2.279 0.886 0.905
H -0.181 0.135 1.943
H -0.105 -0.218 -0.903
H 0.059 1.331 -0.052
H 2.284 0.922 -0.167
H 1.993 -0.034 1.246
H 2.528 -0.948 -1.566
H 3.300 -1.442 -0.099
H 0.909 -2.564 0.762
O -2.172 2.479 -1.459
H -2.081 1.814 -2.148
H -2.841 3.083 -1.787
```

The HOMO energy comes out at -8.55 eV. As for the LUMO energy: 0.71 eV. The calculation puts the gap between HOMO and LUMO at 9.257 eV. As for the SMILES: CNCCCS.O.

=====

Result of the stability comparison: model a is the least stable of them.

=====

Model a:
Molecular formula: C4H13NOS
Method: DFT, ωB97M-V/def2-TZVPD

```
20
C4H13NOS ωB97M-V/def2-TZVPD
C -0.635 -0.141 0.822
N 0.876 -0.082 0.706
C 1.213 1.026 -0.179
C 2.395 0.769 -1.092
C 2.373 -0.660 -1.593
S 0.761 -1.517 -1.891
H -0.717 -0.655 -0.116
H -0.797 -0.996 1.500
H -1.299 0.743 0.777
H 1.274 0.142 1.639
H 0.273 1.119 -0.795
H 1.110 2.104 0.096
H 2.405 1.597 -1.823
H 3.296 0.983 -0.571
H 2.856 -0.850 -2.591
H 2.797 -1.257 -0.860
H 0.870 -2.454 -0.937
O -6.811 0.093 2.312
H -6.080 0.142 1.599
H -6.161 -0.107 2.998
```

The HOMO energy comes out at -8.64 eV. As for the LUMO energy: 0.52 eV. The calculation puts the gap between HOMO and LUMO at 9.163 eV. As for the SMILES: CNCCCS.O.

=====

Model b:
Molecular formula: C4H13NOS
Method: DFT, ωB97M-V/def2-TZVPD

```
20
C4H13NOS ωB97M-V/def2-TZVPD
C 1.577 0.211 -0.437
O 2.816 0.733 -0.009
C 1.072 1.205 -1.505
N 0.007 0.695 -2.296
H 0.902 -0.015 0.370
H 1.741 -0.711 -1.014
H 3.200 0.240 0.732
H 0.962 2.234 -1.101
H 2.026 1.210 -2.089
H -0.820 -0.635 -0.667
H -0.024 1.226 -3.161
H -0.872 0.817 -1.747
C -1.371 -1.682 1.551
C -1.669 -0.217 1.785
S -1.951 0.744 0.257
H -0.416 -1.793 1.051
H -2.217 -2.090 1.014
H -1.325 -2.260 2.540
H -0.993 0.252 2.461
H -2.645 -0.163 2.265
```

The HOMO energy comes out at -9.06 eV. As for the LUMO energy: -0.66 eV. The calculation puts the gap between HOMO and LUMO at 8.397 eV.

=====

Result of the stability comparison: model b is the least stable of them.

=====

Model a:
Molecular formula: C3H6NO2S
Method: DFT, ωB97M-V/def2-TZVPD

```
13
C3H6NO2S ωB97M-V/def2-TZVPD
N -0.652 -0.128 1.612
C -0.548 0.110 0.233
C 0.597 -0.692 -0.421
S 0.249 -2.497 -0.751
C 0.005 1.783 0.016
O 0.088 2.429 1.055
O 0.113 2.099 -1.142
H -1.440 0.363 2.170
H 0.101 0.585 1.871
H -1.479 -0.178 -0.289
H 0.935 -0.126 -1.265
H 1.496 -0.694 0.261
H -0.975 -2.535 -0.299
```

Its net charge is -1. The HOMO energy comes out at -3.66 eV. As for the LUMO energy: 3.30 eV. The calculation puts the gap between HOMO and LUMO at 6.955 eV. As for the SMILES: N[C@H](CS)C(=O)[O-].

=====

Model b:
Molecular formula: C3H6NO2S
Method: DFT, ωB97M-V/def2-TZVPD

```
13
C3H6NO2S ωB97M-V/def2-TZVPD
C 1.088 1.075 0.254
C 0.513 -0.467 0.567
C -0.442 -0.686 -0.608
N 2.451 1.171 -0.346
O 4.363 -0.464 -0.663
O 1.634 -1.298 0.505
S 3.251 -0.090 0.243
H 0.324 1.463 -0.403
H 1.052 1.613 1.157
H -0.100 -0.872 1.455
H -0.549 -1.772 -0.615
H 0.273 -0.526 -1.406
H -1.417 -0.105 -0.498
```

Its net charge is -1. The HOMO energy comes out at -3.47 eV. As for the LUMO energy: 4.15 eV. The calculation puts the gap between HOMO and LUMO at 7.619 eV.

=====

Model c:
Molecular formula: C3H6NO2S
Method: DFT, ωB97M-V/def2-TZVPD

```
13
C3H6NO2S ωB97M-V/def2-TZVPD
C 0.894 1.079 2.656
C 0.899 -0.165 2.314
C 0.767 -0.927 -0.575
N -0.757 -0.234 -2.872
O -1.820 -1.478 -0.972
O -1.118 0.973 -0.714
S -0.830 -0.410 -1.174
H 1.204 1.305 3.638
H 0.732 2.039 2.193
H 0.915 -0.937 3.078
H 1.377 -0.256 -1.030
H -1.599 0.186 -3.205
H -0.665 -1.175 -3.337
```

Its net charge is -1. The HOMO energy (spin up / spin down) comes out at -3.45 / -3.39 eV. As for the LUMO energy (spin up / spin down): 3.65 / 3.66 eV. The calculation puts the gap between HOMO and LUMO (spin up / spin down) at 7.102 / 7.046 eV.

=====

Model d:
Molecular formula: C3H6NO2S
Method: DFT, ωB97M-V/def2-TZVPD

```
13
C3H6NO2S ωB97M-V/def2-TZVPD
C 2.056 -0.933 0.078
C 0.909 -1.267 -0.448
C -0.404 0.278 -1.157
N -2.947 0.847 -0.178
O -1.885 -1.532 0.168
O -1.048 0.352 1.517
S -1.486 -0.114 0.174
H 2.772 -1.555 0.628
H 2.281 0.176 0.230
H 0.461 -2.284 -0.491
H 0.215 1.253 -0.710
H -3.113 0.538 -1.110
H -2.401 1.742 -0.227
```

Its net charge is -1. The HOMO energy comes out at -3.86 eV. As for the LUMO energy: 3.77 eV. The calculation puts the gap between HOMO and LUMO at 7.624 eV.

=====

Result of the stability comparison: model c is the least stable of them.

=====

Model a:
Molecular formula: C3H2F4
Method: DFT, ωB97M-V/def2-TZVPD

```
9
C3H2F4 ωB97M-V/def2-TZVPD
C 0.568 1.129 0.578
C 0.657 0.053 -0.178
F 1.473 -0.149 -1.214
C -0.669 -0.845 -0.335
F -0.658 -1.835 -1.261
F -1.685 -0.060 -0.622
F -0.874 -1.274 0.892
H 1.322 1.885 0.757
H -0.133 1.096 1.384
```

The HOMO energy comes out at -10.77 eV. As for the LUMO energy: 0.82 eV. The calculation puts the gap between HOMO and LUMO at 11.589 eV. As for the SMILES: C=C(F)C(F)(F)F.

=====

Model b:
Molecular formula: C3H2F4
Method: DFT, ωB97M-V/def2-TZVPD

```
9
C3H2F4 ωB97M-V/def2-TZVPD
F -2.509 -0.484 0.254
C -1.126 -0.844 0.090
C -0.353 0.289 0.035
F -1.143 1.545 -0.265
C 1.162 0.356 -0.150
F 1.595 -0.657 -0.882
F 1.814 0.166 1.117
H -0.881 -1.907 0.280
H 1.442 1.536 -0.480
```

The HOMO energy comes out at -10.83 eV. As for the LUMO energy: 0.15 eV. The calculation puts the gap between HOMO and LUMO at 10.981 eV. As for the SMILES: F/C=C(\F)C(F)F.

=====

Result of the stability comparison: model b is the least stable of them.

=====

Model a:
Molecular formula: C3H3NS2
Method: DFT, ωB97M-V/def2-TZVPD

```
9
C3H3NS2 ωB97M-V/def2-TZVPD
C 2.566 0.983 -0.252
C 2.038 -0.277 -0.052
C 0.139 0.128 0.307
N 2.965 2.040 -0.392
S 2.664 -1.765 -0.156
S -0.452 0.514 -1.335
H 0.309 1.014 1.007
H -0.295 -0.807 0.680
H -0.712 -0.755 -1.870
```

The HOMO energy comes out at -8.83 eV. As for the LUMO energy: -1.55 eV. The calculation puts the gap between HOMO and LUMO at 7.282 eV.

=====

Model b:
Molecular formula: C3H3NS2
Method: DFT, ωB97M-V/def2-TZVPD

```
9
C3H3NS2 ωB97M-V/def2-TZVPD
N 1.607 2.053 -0.462
C 1.318 0.962 -0.184
C 0.761 -0.409 0.052
S 1.609 -1.638 -0.460
C -0.585 -0.353 0.655
S -1.978 -0.285 -0.551
H -0.729 0.566 1.199
H -0.732 -1.198 1.325
H -1.272 0.303 -1.573
```

The HOMO energy comes out at -9.78 eV. As for the LUMO energy: -1.65 eV. The calculation puts the gap between HOMO and LUMO at 8.129 eV. As for the SMILES: N#CC(=S)CS.

=====

Result of the stability comparison: model a is the least stable of them.